(P)
Here is an isolated ion of composition C3H6NO2S and charge -1 from the OMol25 dataset. Energies are from ωB97M-V with the def2-TZVPD basis set.

Properties
HOMO-LUMO gap = 0.2338 hartree
LUMO energy = 3.7858 eV
net charge = -1
SMILES = C=CC=[S@@](N)(=O)[O-]

Atoms and positions in Å:
1 C -2.668 0.218 -0.637
2 C -1.245 0.069 -0.541
3 C -0.390 -0.294 0.497
4 N 2.063 0.773 0.683
5 O 1.808 -1.615 1.226
6 O 1.648 -1.081 -1.131
7 S 1.270 -0.727 0.222
8 H -3.118 0.724 -1.454
9 H -3.238 0.225 0.237
10 H -0.728 0.249 -1.526
11 H -0.575 -0.878 1.429
12 H 3.073 0.821 1.100
13 H 2.100 1.517 -0.104

(Q)
Here is an isolated ion of composition C3H6NO2S and charge -1 from the OMol25 dataset. Energies are from ωB97M-V with the def2-TZVPD basis set.

Properties
HOMO-LUMO gap = 0.2608 hartree
LUMO energy = 3.1672 eV
net charge = -1
SMILES = O=C([O-])NCCS

Atoms and positions in Å:
1 C -0.511 0.343 -0.080
2 C -1.228 -1.003 0.076
3 S -0.582 -2.055 1.385
4 N 0.907 0.126 -0.347
5 C 1.710 1.312 -0.550
6 O 1.153 2.397 -0.242
7 O 2.894 1.109 -0.920
8 H -0.980 0.934 -0.866
9 H -0.552 0.853 0.881
10 H -2.298 -0.767 0.216
11 H -1.333 -1.548 -0.868
12 H -0.348 -1.016 2.193
13 H 1.169 -0.684 -0.879

What should be chosen as the least stable of them? Choose (P).